This record from the OMol25 dataset describes a cluster of 9 separate species, C49H118N8O10 in total. The level of theory is ωB97M-V/def2-TZVPD.

XYZ file:
```
185
Properties=species:S:1:pos:R:3:lowdin_charge:R:1
O -1.04568 5.03749 -6.27185 -0.05
O -0.40570 -2.87079 5.11456 -0.21
O 2.44111 1.03712 5.13477 -0.18
O 2.73484 -5.23350 -1.65976 -0.08
O 0.33304 -0.58545 -1.90829 -0.11
O -1.22860 4.88604 1.36147 -0.03
O 3.55429 -2.06353 -4.12965 -0.18
O -0.29794 -0.31070 1.75058 -0.14
O -2.96322 3.12435 2.91665 -0.21
O -4.38292 -0.30023 -3.83867 -0.20
N -1.10134 4.53777 -4.98250 -0.10
N -2.37413 -2.59621 -2.90437 0.04
N -3.20786 -0.52983 2.90649 0.07
N 1.73213 -1.72272 2.87811 0.07
N -0.04133 5.31747 2.02057 -0.04
N 3.14063 -0.00391 -2.52067 0.05
N -0.73138 -6.38658 4.09914 0.05
N 2.04334 -6.34652 -1.17662 -0.08
C 2.32433 5.83134 1.63726 -0.14
C -3.34198 3.63727 -5.21334 -0.04
C 1.06052 5.31154 0.99767 -0.50
C -4.98068 0.64106 -2.99181 -0.11
C 1.76722 2.27546 5.43066 -0.07
C 0.13561 -0.83725 -0.53456 -0.26
C -0.69016 -2.13189 6.29517 -0.11
C -0.16225 -7.18786 -0.96702 -0.14
C 0.80463 -6.45972 -3.13787 -0.02
C 0.27299 4.57891 -4.40749 -0.50
C -1.68033 -4.51236 2.97902 -0.05
C 0.13529 0.25673 0.51280 -0.25
C 0.96331 6.98589 3.50606 -0.15
C 2.36501 -6.40492 0.31515 -0.50
C 3.57474 -2.32827 -2.78481 -0.26
C 2.95177 -3.10198 -4.91760 -0.06
C 0.17034 3.94232 -3.03163 -0.16
C 1.69543 0.27938 4.24571 -0.22
C 4.14673 -1.33248 -0.66244 -0.09
C 1.30236 3.88579 -5.30618 -0.03
C -3.05604 0.75640 3.51962 -0.42
C 1.55380 -7.56048 0.90487 -0.15
C -1.76586 2.58688 -3.69723 -0.13
C 2.17135 -5.15903 1.15521 -0.04
C -4.17606 3.79761 3.14227 -0.09
C -0.35049 2.49875 -3.04904 -0.13
C 2.65193 -0.82134 3.64556 -0.35
C 0.05088 -4.76129 -1.35060 0.00
C -3.06549 1.79526 2.39671 -0.16
C -0.58177 -5.01521 3.90012 -0.49
C -1.28988 6.10757 3.99897 -0.03
C -1.86273 3.25874 -5.03758 -0.51
C 4.05641 -1.07444 -2.11966 -0.45
C 3.85961 -6.69710 0.35745 -0.04
C 3.72188 -0.28723 2.70929 -0.06
C -4.05356 -4.07779 -3.75542 -0.08
C 0.82080 6.23191 -0.22486 -0.03
C 0.77809 6.03892 -4.17720 -0.03
C -4.69035 -1.61927 -3.40781 -0.19
C -1.09400 7.69307 2.08643 -0.02
C -3.54397 -2.64145 -3.75574 -0.42
C 2.05455 7.14243 2.44360 -0.18
C 0.63770 -6.13090 -1.62386 -0.51
C -0.68155 -4.28828 5.23172 -0.18
C 1.28313 3.88014 0.54595 -0.03
C -1.82248 0.86327 4.47359 -0.03
C 0.11181 -7.43990 0.51369 -0.18
C -1.42046 2.33320 -6.22768 -0.01
C -0.34761 6.55876 2.86914 -0.49
H 1.18537 4.10513 -2.58925 0.12
H 0.46106 -0.90147 2.09577 0.04
H -1.00359 0.71988 3.78207 0.04
H -4.95602 3.52407 2.45174 0.09
H -3.84244 0.95675 4.18211 0.11
H 2.73365 -5.37372 2.03411 0.07
H -0.29251 -4.64802 -0.30869 0.08
H 2.89517 -0.14241 -3.50453 0.09
H 1.69789 -7.45488 1.99516 0.12
H -0.49107 2.06667 -2.03369 0.10
H 1.10402 0.73153 0.62866 0.09
H -0.86408 -1.35045 -0.48754 0.13
H 1.65406 5.97876 -3.51576 0.07
H 3.22589 -1.33328 4.45663 0.15
H 1.95056 -3.39244 -4.51578 0.10
H -5.64270 -1.89669 -3.88440 0.13
H -4.62013 1.55232 -3.44663 0.06
H 5.09045 -0.83591 -2.46034 0.15
H -1.78553 -1.77731 -3.03215 0.06
H 4.03075 -7.41419 -0.46016 0.10
H 1.52710 -5.79480 -3.50696 0.04
H -2.33201 -0.83567 2.58415 0.03
H 4.84184 -2.18910 -0.32971 0.11
H -2.54965 -2.74834 -1.90209 0.08
H -1.75008 -2.21124 6.62279 0.10
H -6.07157 0.56561 -2.97682 0.09
H 3.55180 -3.93314 -4.96647 0.05
H -2.69346 -4.61916 3.44611 0.11
H -1.65374 8.39507 2.69346 0.07
H 0.09035 -6.95597 4.01328 0.07
H 0.36101 1.82602 -3.44979 0.08
H -4.91399 -4.21633 -4.42738 0.08
H -0.04867 -2.50174 7.11524 0.09
H -2.12072 5.52346 3.58933 0.05
H -1.69407 1.90945 4.85658 0.09
H -1.89851 0.15317 5.25999 0.04
H 1.12460 -4.89224 1.48609 0.08
H 1.95246 -8.51679 0.66608 0.11
H -1.22446 -7.07644 -1.06096 0.12
H -0.34004 -6.65976 1.22858 0.10
H 3.05766 6.10969 0.91895 0.11
H -0.41151 -8.37028 0.83831 0.12
H -4.52484 3.67382 4.13422 0.08
H -0.41384 8.22307 1.35085 0.08
H 0.81343 8.01606 3.97443 0.14
H 3.17331 -1.45723 -0.11844 0.06
H 4.09066 -7.19298 1.29613 0.09
H -0.07624 -6.26993 -3.73913 0.08
H 1.27345 -0.29902 -2.10067 0.05
H -3.20216 -2.28403 -4.76244 0.15
H -4.65576 0.42988 -1.97526 0.09
H -2.24956 1.70992 -6.53521 0.07
H 4.29890 -3.07314 -2.55900 0.12
H -0.16581 6.20932 -0.71214 0.08
H 1.33038 6.27355 4.25839 0.11
H -3.96809 4.81714 3.10009 0.05
H 1.52957 6.12913 -1.04242 0.07
H 2.33918 3.97434 -5.02547 0.07
H 1.14640 -7.43206 -3.46143 0.08
H 0.37536 -4.74685 3.47877 0.11
H -1.67769 -4.47566 5.66008 0.13
H 0.89186 7.32708 0.07711 0.07
H 2.63796 -4.29750 0.67843 0.07
H 0.73687 -4.00145 -1.66711 0.06
H -1.53579 -3.46774 2.80657 0.05
H -0.42759 4.52238 -2.38915 0.09
H -3.46147 4.49987 -4.57027 0.09
H -3.47657 3.96515 -6.26309 0.08
H 2.72123 5.15140 2.38307 0.12
H 1.23400 4.35502 -6.28833 0.08
H 2.50265 2.96140 5.88799 0.10
H -0.53945 1.75238 -6.06564 0.06
H -3.30711 -4.81929 -3.97348 0.06
H 0.91124 2.13479 6.08692 0.09
H -1.65446 -4.84830 1.93068 0.07
H -0.06410 6.69743 -3.82029 0.10
H -3.82776 1.57322 1.64919 0.13
H 2.29480 -2.23743 2.22583 0.06
H -2.10969 1.74360 1.88123 0.11
H -4.45904 -4.32282 -2.76649 0.08
H 4.43523 -1.04196 2.35758 0.08
H 1.52734 2.69858 4.50261 0.06
H 0.98306 -1.44813 -0.20376 0.09
H 0.44350 3.68274 -0.05132 0.05
H -4.79572 -1.56425 -2.36291 0.09
H 4.45454 -5.80734 0.17906 0.08
H 0.92464 -0.30057 4.78559 0.10
H 0.04738 -4.78483 5.84029 0.11
H -1.54646 4.15149 1.83612 0.04
H 2.57836 -2.60846 -2.39097 0.13
H -3.61021 -1.19105 3.52419 0.06
H -0.74783 5.48535 4.73681 0.09
H 2.93233 7.58459 2.96521 0.12
H -2.12172 1.56552 -3.88222 0.12
H 1.24475 3.22179 1.43042 0.09
H 0.05903 -8.14010 -1.47681 0.13
H -4.07048 2.76198 -5.14620 0.10
H 3.53773 -5.59975 -2.06153 0.11
H 1.11371 6.53127 -5.10967 0.08
H 4.20691 0.55115 3.19049 0.08
H -1.67264 7.03415 4.42678 0.08
H 1.77838 7.90395 1.69543 0.09
H 1.31578 -2.38430 3.50302 0.06
H 2.73611 -2.71044 -5.93449 0.10
H 2.16927 3.64157 0.03288 0.07
H 1.29390 0.91244 3.47241 0.10
H -0.74812 -4.68076 -2.10762 0.08
H -0.56999 1.09700 0.23399 0.12
H 3.46970 0.95563 -2.27503 0.11
H 4.61493 -0.45608 -0.12714 0.08
H -1.35101 -6.83596 3.40211 0.09
H -1.83176 7.14171 1.48386 0.08
H 3.16671 0.12353 1.82179 0.08
H -2.45440 3.03220 -3.02310 0.11
H -1.86147 5.55209 -6.32141 0.11
H -1.25361 2.97776 -7.11452 0.08
H 1.20767 2.73907 -5.30304 0.09
H -0.40870 -1.07033 6.13822 0.06
```

Results
E_LUMO   0.4681 eV
Multiplicity   1
Energy   -85114.1336 eV
SMILES   CC1(C)CCCC(C)(C)N1O.CC1(C)CCCC(C)(C)N1O.CC1(C)CCCC(C)(C)N1O.COC[C@H](C)N.COC[C@H](C)N.COC[C@H](C)N.COC[C@H](C)N.COC[C@H](C)N.OCCO
Relative energy (zero: lowest compared OMol25 entry of this formula, charge and spin)   190.80 kJ/mol

***

This record from the OMol25 dataset describes a cluster of 5 separate species, C35H64ClF3N5O8P2 in total. The level of theory is ωB97M-V/def2-TZVPD.

XYZ file:
```
118
Properties=species:S:1:pos:R:3:lowdin_charge:R:1
Cl -0.94953 -2.71018 -2.83107 0.71
P 0.24135 -1.95845 0.06201 0.63
P 2.63194 -0.04198 1.13661 0.37
F -6.32812 -3.79003 -3.43841 0.15
F -6.44856 -1.82455 -4.24536 0.16
F -5.96896 -3.47285 -5.51944 0.13
O -1.23228 -1.08220 0.42277 -0.28
O -0.72408 -3.38914 0.03239 -0.28
O 3.78622 -0.52794 0.11536 -0.15
O 2.65721 -1.17338 2.27659 -0.15
O -5.08893 -5.24262 0.06169 -0.07
O 1.99106 -5.44289 -0.46522 0.00
O 2.87203 1.28996 1.71274 -0.31
O -4.00448 -1.88712 -3.02021 -0.14
N 6.78284 5.66127 -5.10875 0.16
N -0.60439 -5.69157 2.38121 0.10
N -2.88603 -2.23860 6.37178 0.15
N -2.16179 1.72430 5.36763 0.17
N 2.63047 0.54516 -6.92559 0.16
C 0.07941 -1.58265 -1.85349 -0.65
C 5.29796 7.49818 -3.99825 -0.19
C 0.23612 -1.33771 8.33791 -0.11
C 3.60069 1.14057 -7.07430 -0.23
C 1.79761 -3.07147 -0.18660 -0.23
C -4.25784 -4.35659 0.81895 -0.24
C 4.12028 7.89084 -4.89716 -0.26
C -0.41905 -4.44057 2.50172 -0.22
C 1.37944 -1.44020 -2.65088 -0.35
C -1.52808 -3.43705 2.31356 -0.11
C -3.22006 -1.50161 -0.83215 -0.07
C 1.14878 -0.22361 0.20948 -0.29
C 5.48763 2.27128 -5.92475 -0.26
C 4.56696 8.55470 -6.19254 -0.11
C -2.61071 -1.60731 7.29024 -0.24
C -3.33653 -1.23199 1.64742 -0.13
C 0.52851 3.81532 4.61526 -0.26
C -0.82415 -0.24470 8.36050 -0.27
C 1.57290 -4.37566 -0.87164 -0.32
C -1.89915 -3.28220 0.79340 -0.41
C -3.88865 -2.52563 -1.73605 -0.22
C 1.22901 -0.69762 -3.98832 -0.12
C -4.27836 -2.75071 -4.06901 -0.14
C -2.44721 -1.81811 0.50289 -0.36
C -0.16928 4.97193 5.32069 -0.11
C 6.15067 6.48843 -4.62541 -0.23
C -4.16360 0.87736 2.85894 -0.12
C 4.60651 3.17951 -5.08147 -0.13
C 4.84026 1.89500 -7.26221 -0.19
C -3.19605 0.28282 1.82914 -0.24
C -0.43534 2.93232 3.82419 -0.18
C -2.24699 -0.80031 8.45446 -0.20
C -1.40912 2.26136 4.68567 -0.22
C -2.79043 -4.46527 0.41909 -0.10
C -5.75752 -2.95258 -4.30451 -0.64
H -2.38854 -3.77558 2.90080 0.12
H -3.28601 -3.42582 -1.85055 0.07
H -0.74709 0.37350 7.46462 0.09
H 6.43747 2.76638 -6.13371 0.10
H -3.30361 0.78383 0.86029 0.11
H 5.11934 3.45645 -4.16157 0.07
H 0.55130 5.60312 5.84272 0.07
H 4.33786 -1.24557 0.43301 0.07
H 1.13347 -1.39813 -4.82249 0.06
H 1.27539 4.18626 3.91361 0.11
H -4.39307 -1.46074 1.45139 0.11
H 2.60108 -2.54776 -0.71180 0.07
H -2.35491 -1.42487 9.34474 0.12
H 0.43009 0.42055 0.72808 0.06
H 5.52004 1.29366 -7.86767 0.11
H 4.36776 4.09878 -5.61981 0.06
H 0.17240 -1.96859 9.22779 0.07
H -0.45258 -0.62665 -1.90705 0.06
H 1.38225 0.26641 -0.74031 0.06
H 2.15981 -3.34254 0.81592 0.07
H -5.22205 0.68468 2.66065 0.07
H -2.70316 -4.67134 -0.65008 0.11
H 0.11968 -1.97701 7.46153 0.07
H 1.77226 -2.44308 -2.84548 0.09
H 0.32931 -0.07370 -4.00010 0.07
H -4.37063 -4.58880 1.88706 0.12
H 5.17388 7.87563 -6.79345 0.07
H -2.18578 0.47605 2.20023 0.10
H -0.66466 0.41413 9.21698 0.10
H 2.09872 -0.07276 -4.20223 0.04
H 2.12780 -0.93063 -2.04111 0.07
H -4.66796 -3.35936 0.65540 0.09
H -3.10574 -1.70359 2.60072 0.10
H 0.12190 2.17664 3.27070 0.11
H 4.60462 2.79391 -7.83629 0.12
H -3.99881 1.96001 2.89551 0.06
H 0.27286 -6.19415 2.50938 0.05
H -2.51269 -0.97370 -1.47317 0.09
H 5.16119 9.44827 -5.99067 0.07
H -3.83498 -3.74297 -3.91451 0.14
H 5.91215 8.37124 -3.76774 0.12
H -4.58339 -6.04392 -0.10157 0.08
H 3.52779 7.00074 -5.11606 0.11
H 3.05281 -2.01676 2.04723 0.05
H -3.86999 -2.32553 -4.99089 0.15
H 0.55995 -4.02232 2.76912 0.11
H 0.98508 -4.34851 -1.80647 0.09
H -0.98456 3.52368 3.08705 0.12
H 5.71483 1.35895 -5.36982 0.11
H -0.89134 4.60961 6.05543 0.07
H -4.89306 -2.80889 -1.40222 0.12
H 1.23653 -0.90598 8.30370 0.07
H -3.89402 0.48907 3.84647 0.05
H 0.46288 -2.09651 1.46249 0.04
H -1.20389 -2.47995 2.71784 0.10
H -2.36496 -5.33775 0.93090 0.10
H 3.70688 8.85276 -6.79170 0.07
H -2.96929 0.01319 8.53736 0.12
H 3.47782 8.56589 -4.32935 0.11
H -3.99100 -0.76698 -0.56782 0.11
H 1.06127 3.19789 5.34093 0.11
H -0.70644 5.59861 4.60501 0.07
H 4.94316 7.09299 -3.04938 0.12
H 3.67198 2.68425 -4.81108 0.07
```

Results
E_LUMO   1.8360 eV
Multiplicity   1
Energy   -100418.9897 eV
Total charge   -1

***

| no. | orbital gap (eV) |
| --- | --- |
| 1 | 8.6 |
| 2 | 7.2 |